1.
Entry from the Open Molecules 2025 dataset: a cluster of 10 separate species, C14H36BBr10N4O8 in total at a distorted geometry (the ωB97M-V functional and the def2-TZVPD basis).

Its total charge is +3. As for the HOMO energy: -15.0 eV. The value obtained for the gap between HOMO and LUMO is 5.00 eV. The calculation puts the relative energy (zero: lowest compared OMol25 entry of this formula, charge and spin) at 0.000 eV.

Atoms and positions in Å:
H1 -2.249 3.282 -6.486
Br1 1.947 -2.245 6.076
O1 -0.046 -0.911 1.185
Br2 3.271 -1.217 -1.544
C1 -1.970 -4.681 1.910
N1 1.459 4.769 1.695
H2 2.544 2.621 -2.384
Br3 0.968 -5.162 -0.685
H3 3.141 0.903 3.456
H4 0.925 -2.552 -0.638
H5 1.858 5.677 1.951
H6 4.040 0.343 4.722
H7 1.351 3.537 -3.015
H8 -0.061 -1.859 -6.517
O2 -0.700 2.025 3.058
O3 0.123 0.393 -0.797
H9 2.660 -0.501 4.154
C2 3.000 -3.124 -1.143
C3 -1.757 3.128 -5.530
O4 -2.613 -0.922 -2.509
Br4 -0.355 -4.909 3.044
H10 2.777 -3.516 -2.134
H11 0.364 -1.737 -3.844
H12 -2.758 2.541 2.433
C4 -1.855 -0.567 -1.660
O5 -1.251 1.116 1.068
H13 -0.515 -0.694 5.349
C5 0.211 -0.207 2.274
B1 -0.799 -0.051 0.287
Br5 0.197 2.816 -5.641
O6 -0.171 0.504 -3.086
C6 0.354 -1.038 -5.938
Br6 -4.133 2.560 -4.007
H14 3.953 -0.447 3.159
C7 -0.547 1.151 2.231
H15 3.885 -3.536 -0.673
O7 0.757 -0.590 3.286
H16 -1.061 -3.363 0.410
H17 2.016 2.490 -4.026
H18 0.744 -1.163 8.071
Br7 1.619 -0.128 -7.220
N2 1.771 2.605 -3.039
C8 1.038 -1.427 -4.641
C9 0.741 -0.949 7.004
N3 3.488 0.064 3.912
H19 -1.805 1.366 -4.194
H20 -1.241 -1.821 6.574
H21 -3.573 3.959 2.708
C10 -2.473 1.963 -4.810
H22 -2.018 -5.614 1.362
H23 1.010 4.368 2.524
H24 0.785 4.858 0.938
H25 1.012 1.972 -2.750
H26 -2.771 1.292 -5.616
H27 -0.438 -0.295 -5.872
Br8 -3.580 -3.715 -0.089
H28 -2.148 -2.528 1.528
H29 -2.826 -4.449 2.540
C11 -0.672 -0.914 6.401
O8 -1.903 -0.757 -0.370
Br9 -1.646 0.636 7.002
H30 -2.831 3.647 1.252
H31 1.588 -0.596 -4.208
H32 -1.920 4.005 -4.907
H33 -4.255 2.828 1.704
H34 2.205 4.124 1.442
C12 -0.553 0.244 -1.969
H35 1.307 -0.025 6.910
Br10 2.290 -2.945 -4.963
C13 -1.966 -3.462 1.005
H36 1.764 -3.099 0.669
N4 -3.372 3.241 2.010
C14 1.673 -3.307 -0.399

2.
Entry from the Open Molecules 2025 dataset: a cluster of 2 separate species, C3H9NO2 in total at a distorted geometry (the ωB97M-V functional and the def2-TZVPD basis).

Its SMILES is N/C=C\O.CO. Its total charge is 0. As for the HOMO energy: -8.3 eV. The value obtained for the gap between HOMO and LUMO is 8.87 eV. The calculation puts the relative energy (zero: lowest compared OMol25 entry of this formula, charge and spin) at 3.377 eV.

Atoms and positions in Å:
H1 2.141 0.877 -1.233
H2 -3.252 -0.990 -0.064
H3 1.591 -1.439 -1.104
H4 -2.207 -0.106 -1.216
C1 -2.539 -0.161 -0.171
N1 1.411 1.280 -0.654
H5 0.714 1.224 1.291
C2 1.258 -0.735 0.644
O1 -1.472 -0.292 0.727
H6 -3.096 0.763 0.036
H7 1.276 2.285 -0.650
O2 2.074 -1.407 -0.264
C3 1.191 0.640 0.511
H8 -0.469 -0.795 0.504
H9 1.378 -1.146 1.643

3.
Entry from the Open Molecules 2025 dataset: the ion C9H19N4O2 with charge +1 at a distorted geometry (the ωB97M-V functional and the def2-TZVPD basis).

Its SMILES is C=CN/C(N)=[N+](/N)CCCC(=O)OCC. Its total charge is +1. As for the HOMO energy: -12.8 eV. The value obtained for the gap between HOMO and LUMO is 5.91 eV. The calculation puts the relative energy (zero: lowest compared OMol25 entry of this formula, charge and spin) at 3.593 eV.

Atoms and positions in Å:
C1 -1.402 -0.652 1.267
H1 -5.104 0.458 -2.326
N1 1.893 2.006 1.303
H2 -3.394 -0.302 -1.963
N2 2.867 -1.119 0.154
H3 1.881 2.777 0.613
H4 4.562 -3.219 0.603
C2 2.367 0.236 -0.095
H5 3.593 1.617 -0.984
H6 -3.905 1.333 -1.260
C3 -2.820 -1.259 0.784
H7 2.657 -1.632 -0.732
H8 -2.061 1.013 -0.125
H9 -1.419 1.612 1.490
H10 2.285 1.001 -2.074
C4 5.127 -2.261 0.331
H11 -5.778 0.101 0.083
H12 -0.532 -1.346 1.041
C5 -1.256 0.830 0.665
O1 -2.924 -2.430 0.354
H13 2.906 1.812 1.456
C6 -4.280 0.287 -1.541
H14 4.938 -0.095 0.032
C7 0.154 1.081 -0.085
H15 -1.497 -0.527 2.410
H16 0.115 2.155 -0.505
N3 1.339 0.821 0.795
N4 2.772 1.016 -1.166
H17 6.251 -2.270 0.147
C8 -4.820 -0.459 -0.228
C9 4.377 -1.081 0.167
H18 0.172 0.394 -1.010
H19 -5.139 -1.514 -0.513
O2 -3.927 -0.384 0.911

4.
Entry from the Open Molecules 2025 dataset: the molecule C29H28N2O3 (the ωB97M-V functional and the def2-TZVPD basis).

Its SMILES is O=c1cc(CN2CCN(C/C=C/c3ccccc3)CC2)c2cc(O)c(-c3ccccc3)cc2o1. Its total charge is 0. As for the HOMO energy: -8.2 eV. The value obtained for the gap between HOMO and LUMO is 8.15 eV.

Atoms and positions in Å:
C1 6.523 0.953 0.314
H1 -1.760 3.430 -0.996
C2 -4.840 3.604 0.393
H2 3.427 1.530 -0.905
H3 0.767 -4.323 1.404
C3 -4.097 5.772 -0.319
C4 5.250 0.661 -0.177
C5 -2.251 1.092 0.741
H4 4.172 -3.250 -0.470
H5 -4.274 6.831 -0.429
H6 4.213 3.841 -0.724
C6 -0.275 -3.107 -0.713
N1 -0.445 -2.743 0.681
C7 0.686 -3.223 1.452
C8 4.836 -0.733 -0.278
H7 -1.786 -4.320 1.168
C9 1.007 -2.474 -1.245
H8 3.165 -0.545 -1.538
H9 -5.589 2.972 0.846
C10 3.437 -2.661 -1.026
C11 1.973 -2.608 0.910
N2 2.127 -2.983 -0.480
C12 -3.641 3.038 -0.034
C13 -5.064 4.961 0.253
O1 -1.293 1.911 1.246
H10 0.907 -1.378 -1.165
C14 -2.067 -0.271 0.881
H11 -2.155 5.843 -1.217
H12 6.479 4.324 0.121
C15 6.137 3.303 0.040
C16 -3.017 -1.179 0.411
C17 -3.878 -3.388 0.026
H13 7.174 0.142 0.610
C18 -2.676 3.860 -0.615
C19 -2.906 5.218 -0.757
H14 3.442 -3.002 -2.067
C20 -4.177 -0.679 -0.204
C21 4.866 3.029 -0.437
H15 -1.560 2.834 1.136
H16 -5.996 5.388 0.590
H17 1.930 -1.513 1.039
H18 -1.131 -2.736 -1.281
H19 2.826 -2.990 1.475
C22 -5.063 -2.846 -0.615
H20 -5.262 1.048 -0.819
O2 -5.963 -3.504 -1.077
C23 -1.706 -3.219 1.221
H21 -3.840 -4.465 0.081
H22 0.552 -2.929 2.496
O3 -5.151 -1.485 -0.690
C24 -2.892 -2.612 0.526
H23 7.956 2.463 0.794
H24 -1.164 -0.631 1.343
C25 6.965 2.258 0.417
C26 -4.366 0.692 -0.334
C27 4.425 1.725 -0.545
C28 -3.414 1.589 0.121
H25 1.141 -2.743 -2.295
H26 5.471 -1.435 0.252
H27 -1.744 -2.930 2.278
H28 -0.216 -4.202 -0.838
C29 3.806 -1.207 -0.973

5.
Entry from the Open Molecules 2025 dataset: a cluster of 2 separate species, C2H5O2S2 in total at a distorted geometry (the ωB97M-V functional and the def2-TZVPD basis).

Its total charge is -1. As for the HOMO energy: -3.2 eV. The value obtained for the gap between HOMO and LUMO is 6.89 eV. The calculation puts the relative energy (zero: lowest compared OMol25 entry of this formula, charge and spin) at 3.394 eV.

Atoms and positions in Å:
C1 -1.685 0.230 -0.268
O1 1.103 2.015 0.031
S1 0.429 -1.979 0.035
S2 1.567 0.712 0.566
H1 -1.513 0.585 -1.293
H2 -2.142 0.928 0.528
H3 2.063 -0.895 -0.815
H4 -2.195 -0.719 -0.473
H5 -0.185 -0.384 1.678
O2 2.463 -0.050 -0.667
C2 0.095 -0.444 0.678

6.
Entry from the Open Molecules 2025 dataset: a structure of composition C17H22F6N4O5S6W at a distorted geometry (the ωB97M-V functional and the def2-TZVPD basis).

As for the expectation value of S²: 0.755. Its spin multiplicity is 2. Its total charge is +1. As for the HOMO energy (spin up / spin down): -10.6 / -10.3 eV. The value obtained for the gap between HOMO and LUMO (spin up / spin down) is 6.55 / 6.55 eV. The calculation puts the relative energy (zero: lowest compared OMol25 entry of this formula, charge and spin) at 1.166 eV.

Atoms and positions in Å:
C1 -3.952 -4.347 1.450
C2 2.800 -2.402 0.296
S1 -0.206 2.294 2.746
H1 4.370 1.552 1.381
H2 3.541 2.786 -0.688
H3 3.453 -1.026 -1.791
H4 -5.318 -2.678 1.424
F1 -1.112 0.942 4.762
S2 1.424 -1.853 -0.773
H5 -0.842 -4.115 0.102
H6 2.554 0.747 -3.232
F2 -2.571 2.283 3.871
C3 -2.681 2.072 -2.376
F3 -0.965 3.067 5.096
C4 1.891 0.277 -2.505
C5 3.631 -1.259 0.836
C6 -1.842 -3.882 0.431
H7 2.311 -2.949 1.104
O1 1.113 1.927 3.177
C7 -1.819 1.277 -1.513
O2 -0.756 5.143 0.338
O3 1.209 3.651 0.523
H8 -4.621 -5.020 1.968
H9 2.786 2.323 1.555
H10 0.905 0.202 -2.967
F4 2.151 6.216 1.200
H11 2.385 -1.755 -2.977
C8 -1.664 -1.145 2.712
C9 -4.345 -3.054 1.144
N1 -0.478 3.763 2.381
S3 -0.123 -1.647 2.250
H12 -1.870 3.991 -1.722
S4 1.618 1.479 -1.155
N2 -2.724 -0.838 3.052
H13 3.975 1.106 -1.010
C10 1.177 5.813 2.012
H14 -2.243 2.054 -3.375
N3 -2.243 -2.629 0.136
H15 3.417 -3.109 -0.259
O4 -1.425 -1.817 -0.494
S5 0.210 4.484 1.153
C11 2.416 -1.089 -2.116
C12 3.281 1.751 -0.470
C13 -2.680 -4.758 1.084
H16 4.246 -0.799 0.065
C14 -3.475 -2.213 0.491
H17 4.299 -1.617 1.619
C15 -2.836 3.504 -1.843
H18 -3.642 1.559 -2.440
O5 -0.752 1.387 1.698
C16 -1.308 2.135 4.222
F5 1.721 5.325 3.123
H19 -3.692 -1.187 0.243
S6 2.562 0.014 1.616
W1 0.362 -0.065 0.491
H20 -2.326 -5.755 1.303
H21 -3.335 3.504 -0.875
N4 -1.112 0.689 -0.832
C17 3.336 1.541 1.033
F6 0.398 6.838 2.308
H22 -3.435 4.084 -2.542

Computed electronic energy (a.u.) in order:
-27140.19605; -324.84852; -723.33461; -1457.11489; -1026.01303; -4311.34403